No. 1
Entry from the OMol25 dataset: 12 unconnected molecules or ions with the total composition C36H69N7O22 in a non-equilibrium geometry (wB97M-V/def2-TZVPD).

```
! RIJCOSX wB97M-V def2-TZVPD def2/J DEFGRID3
* xyz 0 1
C 3.20 1.72 2.70
O 3.24 0.99 1.73
N 2.18 2.54 3.07
C 2.48 3.39 4.26
C 0.78 2.49 2.62
H 4.08 1.85 3.37
H 1.93 3.07 5.16
H 2.26 4.40 4.04
H 3.55 3.31 4.41
H 0.50 3.28 1.97
H 0.53 1.54 2.13
H 0.16 2.57 3.53
C 4.05 2.16 -2.78
O 3.82 3.04 -3.56
N 4.96 2.11 -1.79
C 5.68 3.30 -1.47
C 5.20 0.94 -0.99
H 3.55 1.16 -2.86
H 5.58 4.00 -2.29
H 6.70 3.01 -1.25
H 5.28 3.83 -0.58
H 5.09 1.16 0.09
H 4.54 0.11 -1.27
H 6.26 0.71 -1.05
C -3.54 -2.27 2.39
O -2.38 -1.94 2.18
N -4.65 -1.79 1.79
C -4.59 -0.76 0.70
C -5.95 -2.11 2.39
H -3.80 -2.93 3.20
H -3.66 -0.92 0.18
H -4.58 0.24 1.15
H -5.45 -0.82 0.06
H -5.86 -2.90 3.09
H -6.31 -1.20 2.84
H -6.63 -2.44 1.60
C -3.82 1.06 -2.81
O -4.19 0.40 -1.85
N -4.14 2.33 -3.14
C -3.36 2.91 -4.27
C -4.93 3.22 -2.34
H -3.16 0.58 -3.54
H -2.72 2.12 -4.75
H -2.64 3.70 -3.98
H -4.10 3.27 -5.03
H -5.73 3.63 -2.96
H -5.41 2.61 -1.61
H -4.31 4.03 -1.89
C 2.59 -2.76 -1.55
O 2.99 -1.86 -0.81
N 2.94 -4.09 -1.55
C 2.51 -5.03 -2.61
C 3.83 -4.59 -0.49
H 1.86 -2.53 -2.33
H 2.15 -5.93 -2.16
H 3.38 -5.19 -3.27
H 1.67 -4.65 -3.26
H 4.81 -4.80 -0.82
H 3.82 -3.82 0.24
H 3.42 -5.45 -0.03
C 1.25 0.97 -0.92
O 1.31 1.77 -1.85
N 0.09 0.46 -0.49
C 0.16 -0.74 0.30
C -1.11 0.76 -1.22
H 2.13 0.63 -0.35
H 0.22 -1.64 -0.30
H -0.70 -0.81 1.04
H 1.08 -0.86 0.90
H -1.95 0.32 -0.76
H -1.17 1.84 -1.37
H -1.06 0.24 -2.25
C -3.13 -6.59 -1.91
O -2.19 -7.10 -1.29
N -3.73 -5.40 -1.64
C -4.77 -5.00 -2.53
C -3.27 -4.50 -0.55
H -3.55 -7.14 -2.81
H -5.34 -5.82 -2.96
H -4.53 -4.35 -3.40
H -5.51 -4.42 -1.97
H -3.10 -3.54 -0.92
H -4.01 -4.59 0.28
H -2.36 -5.01 -0.25
C 1.91 1.70 -5.19
C 1.55 3.05 -5.68
O 0.12 2.87 -6.00
C -0.16 1.56 -6.15
O -1.17 1.15 -6.60
O 0.94 0.85 -5.96
H 1.64 1.48 -4.13
H 2.87 1.38 -5.50
H 2.08 3.30 -6.63
H 1.66 3.88 -4.97
C 5.26 -1.66 1.55
C 4.24 -2.20 2.53
O 4.56 -3.62 2.50
C 5.87 -3.74 2.09
O 6.49 -4.77 2.23
O 6.27 -2.63 1.54
H 5.69 -0.70 1.87
H 4.81 -1.56 0.59
H 3.22 -2.12 2.27
H 4.42 -1.89 3.56
C -0.67 -0.84 4.28
C 0.03 -2.06 3.81
O 1.46 -1.79 4.17
C 1.57 -0.58 4.67
O 2.61 -0.14 5.11
O 0.43 0.07 4.72
H -1.23 -1.06 5.19
H -1.21 -0.28 3.54
H -0.04 -2.20 2.73
H -0.28 -2.98 4.24
C -4.09 2.09 5.78
C -4.34 0.61 5.69
O -3.80 0.26 4.34
C -3.08 1.33 3.88
O -2.53 1.30 2.80
O -3.11 2.37 4.68
H -3.74 2.28 6.78
H -4.93 2.69 5.45
H -5.35 0.26 5.75
H -3.66 0.03 6.34
C 0.94 4.64 -0.65
C 1.07 4.74 -2.18
O -0.32 4.79 -2.59
C -1.15 4.61 -1.54
O -2.36 4.79 -1.57
O -0.46 4.44 -0.41
H 1.24 5.59 -0.17
H 1.32 3.69 -0.33
H 1.51 3.85 -2.61
H 1.51 5.66 -2.57
*
```

Computed properties:
DFT total energy   -3451.739057 Ha
Orbital gap   8.913 eV
SMILES string   O=C1OCCO1.O=C1OCCO1.O=C1OCCO1.O=C1OCCO1.O=C1OCCO1.CN(C)C=O.CN(C)C=O.CN(C)C=O.CN(C)C=O.CN(C)C=O.CN(C)C=O.CN(C)C=O


No. 2
Entry from the OMol25 dataset: a molecular structure, C36H69NO16S5 in a non-equilibrium geometry (wB97M-V/def2-TZVPD).

```
! RIJCOSX wB97M-V def2-TZVPD def2/J DEFGRID3
* xyz 0 1
N -2.72 -2.66 -0.40
H -2.28 -3.58 -0.50
H -3.51 -2.79 0.22
H -2.96 -2.33 -1.35
H -2.03 -2.00 0.02
C 1.17 -0.21 0.02
C -0.07 -0.02 0.88
C -0.08 1.38 1.54
O -1.20 -0.33 0.13
H 2.05 -0.22 0.68
H 1.35 0.57 -0.72
H 1.18 -1.21 -0.43
H 0.00 -0.79 1.68
H -0.99 1.38 2.15
H -0.04 2.13 0.75
H 0.76 1.62 2.20
O 1.04 -1.75 5.97
S 0.94 -0.33 6.13
O 0.70 0.25 7.44
O 2.26 0.35 5.44
C 2.53 1.72 5.75
C 3.46 2.31 4.73
C -0.21 0.42 4.89
H 2.89 1.77 6.78
H 1.62 2.32 5.77
H 3.21 1.92 3.74
H 4.50 2.01 4.80
H 3.38 3.39 4.67
H -0.38 1.45 5.19
H -1.11 -0.19 4.90
H 0.32 0.31 3.94
O -7.68 -1.40 -1.39
S -7.28 -1.53 -2.76
O -8.16 -1.23 -3.87
O -5.95 -0.63 -2.99
C -4.89 -0.74 -2.06
C -3.92 0.39 -2.34
C -6.60 -3.22 -2.93
H -4.37 -1.70 -2.13
H -5.23 -0.60 -1.03
H -3.65 0.40 -3.40
H -3.02 0.31 -1.73
H -4.35 1.39 -2.21
H -6.20 -3.35 -3.93
H -7.42 -3.91 -2.72
H -5.90 -3.36 -2.11
O -5.10 1.65 0.25
S -4.13 2.33 1.08
O -4.49 3.43 1.93
O -3.27 1.27 1.94
C -3.12 -0.05 1.42
C -2.30 -0.88 2.41
C -2.81 2.97 0.00
H -2.44 -0.04 0.56
H -4.05 -0.54 1.15
H -1.26 -0.60 2.57
H -2.27 -1.88 1.96
H -2.79 -0.90 3.38
H -2.24 2.09 -0.27
H -2.25 3.68 0.59
H -3.29 3.50 -0.82
O -2.91 -0.17 -4.94
S -2.15 -0.47 -3.75
O -2.75 -1.37 -2.78
O -0.70 -1.10 -4.14
C 0.01 -1.89 -3.20
C -0.21 -3.34 -3.55
C -1.55 1.01 -2.93
H -0.34 -1.74 -2.17
H 1.08 -1.68 -3.19
H -0.02 -3.63 -4.58
H -1.22 -3.63 -3.24
H 0.42 -3.99 -2.93
H -1.16 1.70 -3.67
H -0.90 0.63 -2.14
H -2.41 1.36 -2.35
O 5.14 4.86 0.63
S 4.79 3.80 1.54
O 5.61 3.53 2.69
O 3.24 4.03 2.02
C 2.23 4.40 1.07
C 1.05 4.69 1.98
C 4.74 2.28 0.58
H 2.06 3.56 0.40
H 2.49 5.24 0.44
H 1.28 5.48 2.69
H 0.70 3.86 2.58
H 0.23 5.01 1.33
H 4.35 2.46 -0.42
H 4.09 1.56 1.07
H 5.78 1.96 0.49
C 0.80 -4.96 0.33
C 0.70 -3.92 1.23
C 1.41 -4.02 2.43
C 2.25 -5.10 2.63
C 2.42 -6.11 1.71
C 1.66 -6.05 0.54
H 0.37 -4.89 -0.66
H 0.06 -3.06 1.09
H 1.44 -3.14 3.06
H 2.86 -5.08 3.52
H 3.01 -7.00 1.89
H 1.79 -6.76 -0.26
C 3.99 -2.40 -3.61
C 3.68 -1.78 -2.39
C 3.79 -2.53 -1.24
C 4.23 -3.84 -1.25
C 4.34 -4.47 -2.47
C 4.29 -3.77 -3.67
H 4.02 -1.77 -4.49
H 3.38 -0.74 -2.33
H 3.58 -2.05 -0.29
H 4.34 -4.40 -0.33
H 4.63 -5.51 -2.56
H 4.49 -4.14 -4.67
C 1.55 5.90 -2.43
C 0.31 5.66 -1.87
C -0.06 4.36 -1.49
C 0.80 3.32 -1.77
C 2.05 3.57 -2.33
C 2.41 4.86 -2.70
H 1.79 6.91 -2.76
H -0.38 6.48 -1.79
H -1.08 4.16 -1.20
H 0.56 2.29 -1.53
H 2.78 2.78 -2.33
H 3.38 5.09 -3.13
*
```

Computed properties:
DFT total energy   -4662.303793 Ha
Orbital gap   7.355 eV


No. 3
Entry from the OMol25 dataset: 25 unconnected molecules or ions with the total composition C36H71BCl48NO2S2 in a non-equilibrium geometry (wB97M-V/def2-TZVPD).

```
! RIJCOSX wB97M-V def2-TZVPD def2/J DEFGRID3
* xyz -1 1
C 0.79 -0.21 -0.21
C 1.11 1.04 0.62
N 1.93 2.00 -0.16
C 3.31 1.59 -0.12
C 4.17 2.33 -1.17
C 1.75 3.31 0.36
S 2.16 3.77 1.87
S 1.09 4.44 -0.83
C -0.33 5.32 -0.13
C -1.64 4.72 -0.72
C -2.31 3.78 0.30
B -2.96 2.42 -0.32
C -3.72 2.62 -1.80
C -2.85 2.25 -2.95
O -2.98 1.19 -3.58
C -4.00 1.63 0.73
C -4.00 2.22 2.08
O -3.19 1.99 2.99
H -0.28 -0.33 -0.25
H 1.26 -1.09 0.22
H 1.20 -0.11 -1.21
H 0.19 1.48 0.97
H 1.71 0.73 1.47
H 3.38 0.53 -0.35
H 3.78 1.72 0.85
H 4.86 2.98 -0.65
H 4.76 1.64 -1.75
H 3.52 2.92 -1.80
H -0.36 5.31 0.95
H -0.26 6.36 -0.43
H -2.30 5.57 -0.86
H -1.37 4.24 -1.66
H -3.02 4.40 0.86
H -1.54 3.47 1.00
H -2.03 1.64 -0.52
H -4.14 3.61 -1.89
H -4.55 1.92 -1.85
H -2.00 2.90 -3.27
H -3.75 0.58 0.83
H -5.04 1.68 0.38
H -4.80 2.97 2.28
C -0.56 -1.27 5.48
Cl 0.71 -1.58 4.30
Cl -1.30 -2.80 6.02
H -0.13 -0.77 6.34
H -1.33 -0.66 5.03
C 1.14 -4.02 1.50
Cl 2.87 -3.62 1.57
Cl 0.56 -4.00 -0.17
H 1.00 -5.02 1.89
H 0.58 -3.31 2.09
C 1.96 -6.79 -2.23
Cl 3.44 -6.61 -3.19
Cl 1.87 -8.38 -1.46
H 1.96 -6.03 -1.46
H 1.11 -6.67 -2.89
C 7.22 0.18 -0.22
Cl 7.80 0.73 -1.80
Cl 6.57 1.53 0.72
H 6.44 -0.55 -0.37
H 8.05 -0.26 0.32
C 6.65 -2.15 -4.06
Cl 8.40 -1.91 -3.99
Cl 5.99 -2.58 -2.47
H 6.18 -1.23 -4.39
H 6.43 -2.95 -4.75
C -0.45 -6.25 5.80
Cl 0.95 -5.92 4.78
Cl -0.44 -7.93 6.37
H -0.42 -5.59 6.66
H -1.35 -6.08 5.22
C -7.63 5.04 1.18
Cl -6.09 4.90 0.32
Cl -7.98 3.61 2.16
H -7.58 5.90 1.83
H -8.42 5.16 0.45
C 3.96 -5.56 7.08
Cl 3.29 -4.59 8.39
Cl 5.48 -4.90 6.47
H 4.14 -6.56 7.45
H 3.25 -5.59 6.26
C -4.86 -3.32 8.07
Cl -3.59 -3.38 9.30
Cl -4.45 -4.32 6.67
H -5.78 -3.70 8.51
H -4.98 -2.30 7.75
C 10.10 -0.07 -7.31
Cl 9.12 -1.15 -8.32
Cl 9.10 1.14 -6.50
H 10.60 -0.66 -6.56
H 10.82 0.44 -7.94
C -6.05 5.00 -4.34
Cl -4.29 4.98 -4.17
Cl -6.84 4.90 -2.77
H -6.34 5.93 -4.82
H -6.35 4.16 -4.95
C -7.74 8.76 -3.62
Cl -7.11 7.90 -2.21
Cl -8.57 7.69 -4.76
H -8.45 9.51 -3.28
H -6.92 9.24 -4.13
C 7.65 -5.81 -5.97
Cl 5.99 -5.27 -6.28
Cl 8.81 -4.53 -6.34
H 7.74 -6.07 -4.93
H 7.86 -6.66 -6.60
C 0.63 -8.57 -5.21
Cl -0.31 -9.66 -6.24
Cl -0.40 -7.35 -4.43
H 1.11 -9.15 -4.44
H 1.36 -8.06 -5.82
C -1.08 -10.17 3.44
Cl 0.21 -10.43 2.26
Cl -1.80 -11.70 3.96
H -0.66 -9.67 4.30
H -1.85 -9.56 2.98
C -10.43 9.12 -0.76
Cl -9.80 7.81 0.23
Cl -9.58 10.64 -0.47
H -10.31 8.85 -1.81
H -11.48 9.25 -0.54
C -1.97 9.31 0.18
Cl -1.22 8.68 1.65
Cl -2.59 8.01 -0.85
H -2.80 9.95 0.46
H -1.23 9.87 -0.38
C 4.95 -9.27 5.66
Cl 3.27 -8.73 5.52
Cl 6.09 -7.94 5.42
H 5.10 -9.68 6.65
H 5.13 -10.03 4.91
C 11.26 1.60 -0.13
Cl 11.04 0.07 0.72
Cl 12.72 1.60 -1.13
H 10.40 1.77 -0.76
H 11.35 2.39 0.61
C -3.74 -4.85 -3.84
Cl -4.17 -6.45 -4.46
Cl -2.24 -4.89 -2.91
H -3.61 -4.18 -4.68
H -4.53 -4.50 -3.20
C 2.98 -2.17 11.32
Cl 1.32 -1.61 11.13
Cl 4.14 -0.86 11.09
H 3.11 -2.58 12.31
H 3.17 -2.94 10.58
C 4.22 -1.41 -7.24
Cl 5.97 -1.18 -7.17
Cl 3.55 -1.84 -5.66
H 3.76 -0.49 -7.58
H 4.00 -2.22 -7.94
C -7.36 1.54 -5.12
Cl -7.95 -0.07 -4.71
Cl -8.70 2.66 -5.47
H -6.79 1.93 -4.28
H -6.73 1.47 -6.00
C -7.05 11.24 2.14
Cl -7.62 12.64 3.06
Cl -5.42 11.49 1.52
H -7.05 10.37 2.79
H -7.72 11.08 1.31
*
```

Computed properties:
DFT total energy   -24529.898217 Ha
Orbital gap   6.964 eV


Look up the orbital gap of the second one.
7.355 eV